1.
Molecular formula: C2HO5S
Method: DFT, ωB97M-V/def2-TZVPD

```
9
Properties=species:S:1:pos:R:3:mulliken_charge:R:1
C 1.62 -0.82 0.29 0.76
C 0.65 -1.83 -0.16 0.15
O 1.28 0.37 0.15 -0.65
O 2.66 -1.27 0.73 -0.63
O -2.44 -1.74 0.03 -0.54
O -1.18 0.34 -0.24 -0.58
O 0.65 -2.73 -0.94 -0.44
S -1.43 -0.93 0.69 0.44
H 0.00 0.44 -0.07 0.50
```

Computed properties:
HOMO level in eV: -3.547
Largest force on an atom in eV/A: 3.474
ΔE to the lowest compared entry with this formula, charge and spin in kJ/mol: 78.87
Kohn-Sham gap in hartree: 0.26290
Charge: -1

2.
Molecular formula: C30H55N4OOsP2S
Method: DFT, ωB97M-V/def2-TZVPD

```
94
Properties=species:S:1:pos:R:3:mulliken_charge:R:1
C -0.60 -2.40 -1.25 -0.23
C 1.60 -2.43 -0.38 0.05
C -0.38 -3.58 -1.95 -0.59
C 1.78 -3.72 -0.93 -0.93
C 0.82 -4.27 -1.75 -0.95
H -1.17 -3.93 -2.61 0.63
H 2.74 -4.20 -0.74 0.61
H 0.97 -5.23 -2.24 0.50
N 0.36 -1.83 -0.50 1.09
P -2.29 -0.72 0.24 0.61
P 2.42 0.06 0.55 0.49
C -1.93 -1.67 -1.33 -1.45
H -1.90 -0.95 -2.17 0.58
H -2.73 -2.39 -1.55 0.65
C -0.02 1.70 1.41 -0.08
O -0.02 2.72 2.01 -0.64
C 2.62 -1.68 0.24 -1.56
H 3.57 -2.18 0.41 0.42
C 3.26 0.89 -0.99 2.41
C 3.59 0.40 2.04 1.99
C -3.64 0.57 -0.24 2.31
C -3.06 -2.16 1.26 1.71
C 2.82 2.36 -1.06 -1.26
H 3.10 2.93 -0.16 0.17
H 3.32 2.84 -1.92 0.59
H 1.74 2.45 -1.20 -0.13
C 4.79 0.79 -0.97 -1.93
H 5.25 1.36 -0.16 0.37
H 5.12 -0.25 -0.93 0.40
H 5.16 1.22 -1.91 0.56
C 2.78 0.17 -2.25 -1.54
H 3.26 0.63 -3.13 0.62
H 3.05 -0.89 -2.24 0.34
H 1.70 0.26 -2.38 0.09
C 3.84 1.92 2.15 -1.86
H 2.89 2.48 2.15 0.32
H 4.33 2.12 3.12 0.52
H 4.49 2.31 1.37 0.31
C 2.95 -0.04 3.37 -2.02
H 2.08 0.57 3.63 0.36
H 2.66 -1.10 3.33 0.34
H 3.68 0.07 4.18 0.70
C 4.89 -0.40 1.97 -1.80
H 5.54 -0.15 1.12 0.29
H 5.46 -0.18 2.88 0.53
H 4.69 -1.47 1.95 0.43
C -3.40 -1.57 2.63 -1.24
H -3.85 -2.36 3.25 0.55
H -2.50 -1.21 3.14 -0.03
H -4.12 -0.74 2.57 0.19
C -2.06 -3.31 1.43 -1.59
H -1.87 -3.84 0.48 0.29
H -1.11 -2.97 1.85 0.16
H -2.50 -4.04 2.14 0.68
C -4.30 -2.80 0.60 -1.58
H -4.47 -3.77 1.10 0.52
H -5.22 -2.22 0.74 0.45
H -4.16 -3.01 -0.46 0.19
C -3.62 0.80 -1.75 -1.16
H -3.94 -0.09 -2.32 0.30
H -4.32 1.62 -1.99 0.70
H -2.63 1.10 -2.09 -0.53
C -3.29 1.88 0.47 -1.55
H -2.33 2.29 0.13 0.12
H -4.07 2.63 0.25 0.57
H -3.24 1.76 1.57 0.32
C -5.08 0.18 0.14 -1.93
H -5.43 -0.67 -0.45 0.45
H -5.21 -0.01 1.20 0.31
H -5.72 1.03 -0.12 0.55
Os -0.01 0.07 0.58 1.74
N -0.24 0.94 -1.22 0.63
C -0.34 1.57 -2.20 -0.96
C -0.37 2.45 -3.42 1.67
C 0.76 2.04 -4.37 -1.53
C -1.70 2.30 -4.16 -1.73
C -0.19 3.91 -2.99 -1.46
H 1.75 2.21 -3.90 0.22
H 0.66 0.99 -4.65 0.39
H 0.71 2.65 -5.28 0.51
H -2.53 2.67 -3.56 0.43
H -1.67 2.89 -5.08 0.49
H -1.87 1.25 -4.44 0.37
H -0.23 4.56 -3.87 0.43
H -1.00 4.21 -2.30 0.38
H 0.78 4.06 -2.49 0.33
N -0.15 -1.28 5.17 -0.34
C -0.18 -0.44 4.13 0.48
N -0.36 0.86 4.38 -0.15
S 0.11 -1.18 2.54 -0.40
H -0.18 -0.93 6.13 0.23
H 0.01 -2.27 5.04 0.24
H -0.45 1.58 3.67 0.01
H -0.48 1.16 5.35 0.26
```

Computed properties:
HOMO level (spin up / spin down) in eV: -13.313 / -17.888
Expectation value of S²: 6.050
Largest force on an atom in eV/A: 5.906
Kohn-Sham gap (spin up / spin down) in hartree: 0.20229 / 0.19852
Spin multiplicity: 5
Charge: +3

3.
Molecular formula: C14H16O2
Method: DFT, ωB97M-V/def2-TZVPD

```
32
Properties=species:S:1:pos:R:3:mulliken_charge:R:1
C -0.62 0.95 -3.41 -1.35
C -1.18 -1.34 -2.53 -0.40
C -0.33 -0.27 -2.55 0.72
C -0.88 -2.56 -1.78 -1.15
C 0.29 -2.49 -1.04 1.04
C 0.75 -0.18 -1.63 -0.64
C 1.08 -1.38 -0.90 -0.90
O 0.68 -3.67 -0.34 -0.49
H -2.02 -1.36 -3.23 0.27
H -1.35 -3.49 -2.08 0.27
H -1.65 0.92 -3.79 0.33
H 0.06 0.97 -4.27 0.26
H 1.24 0.77 -1.46 0.30
H 1.52 -3.93 -0.73 0.31
H 1.87 -1.33 -0.15 0.19
H -0.39 1.84 -2.83 0.30
C 2.52 1.28 1.91 -1.50
C -1.75 0.95 2.19 0.86
C -0.95 -0.18 2.38 -0.63
C -1.21 2.19 1.97 -0.70
C 0.41 -0.05 2.24 -0.28
C 0.19 2.30 1.93 -0.40
C 1.01 1.19 1.98 0.64
O -3.12 0.81 2.19 -0.58
H -1.40 -1.14 2.60 0.31
H -3.33 -0.07 1.88 0.31
H -1.79 3.09 1.84 0.39
H 1.04 -0.94 2.29 0.25
H 0.61 3.27 1.68 0.27
H 2.82 0.79 0.98 0.28
H 2.96 0.78 2.78 0.36
H 2.91 2.30 1.87 0.37
```

Computed properties:
HOMO level (spin up / spin down) in eV: 0.463 / -3.624
Expectation value of S²: 0.761
Largest force on an atom in eV/A: 1.305
ΔE to the lowest compared entry with this formula, charge and spin in kJ/mol: 0.00
Kohn-Sham gap (spin up / spin down) in hartree: 0.10671 / 0.25386
Spin multiplicity: 2
Charge: -1

Which value of largest force on an atom does entry 2 give? 5.906 eV/A

Which of these has the highest charge? C30H55N4OOsP2S

Which formula does entry 1 have? C2HO5S